Entry 1:
Entry from the Open Molecules 2025 dataset: a cluster of 2 separate species, ClH4N2OP in total at a distorted geometry (ωB97M-V/def2-TZVPD).

- Gap between HOMO and LUMO (spin up / spin down): 5.96 / 7.33 eV
- Multiplicity: 3
- Energy above the lowest of the compared OMol25 structures with the same formula, charge and spin: 52.8 kcal per mole
- Expectation value of S²: 2.013

Cartesian coordinates (Å):
N: -0.1114 -1.3083 -0.8651
N: 0.9060 0.8765 0.3501
O: -1.4336 0.5616 0.1957
P: -0.2765 -0.4595 0.5801
Cl: 2.5078 0.8589 0.9520
H: 0.6475 -2.0263 -1.0066
H: -0.0786 -0.4608 -1.4555
H: 0.0885 1.8253 1.0142
H: -2.2496 0.1323 0.2350

Forces on atoms 1 to 3 (eV/Å):
0.34 0.08 -0.29
-3.24 1.26 2.23
0.48 0.98 -0.71


Entry 2:
Entry from the Open Molecules 2025 dataset: a structure of composition C16H32HfNOPSi at a distorted geometry (ωB97M-V/def2-TZVPD).

- Net charge: +2
- Gap between HOMO and LUMO (spin up / spin down): 5.32 / 5.39 eV
- Multiplicity: 1

Cartesian coordinates (Å):
C: -2.5446 1.3123 -3.9233
C: -2.7081 2.0186 -2.7239
C: -1.8905 1.7423 -1.6097
C: -0.8858 0.7476 -1.6773
C: -0.7632 0.0167 -2.8909
C: -1.5771 0.3006 -4.0028
C: -2.0768 2.5012 -0.3130
C: -2.4902 1.6812 0.9316
N: -1.9455 0.2819 1.0566
Hf: 0.1171 0.0271 0.0769
C: 0.2078 -1.1506 -2.8991
P: -0.0049 -1.9564 -1.2325
H: -3.4807 2.7946 -2.6498
H: -1.4642 -0.2772 -4.9286
H: -3.1800 1.5367 -4.7870
H: 1.2580 -0.8029 -2.9405
H: 0.0405 -1.8544 -3.7340
H: -1.1290 3.0085 -0.0788
H: -2.8399 3.2903 -0.4378
H: -2.1647 2.2336 1.8272
C: 1.3983 -3.1358 -1.0504
C: -1.4454 -3.0809 -1.5312
H: -3.5938 1.6007 0.9876
C: -2.9022 -0.6580 0.4237
C: -1.8276 -0.0578 2.4971
H: 1.5488 0.0199 -0.5556
H: -3.8788 -0.6242 0.9487
H: -3.0425 -0.3764 -0.6298
H: -2.4931 -1.6760 0.4849
H: -2.8342 -0.1383 2.9317
H: -1.2824 -1.0152 2.6302
H: -1.2889 0.7520 3.0101
H: -1.2143 -3.7883 -2.3472
H: -1.6873 -3.6495 -0.6178
H: -2.3172 -2.4721 -1.8200
H: 1.3752 -3.9186 -1.8286
H: 2.3406 -2.5686 -1.1172
H: 1.3490 -3.6054 -0.0537
H: 0.8155 -0.6502 1.4073
C: 4.5090 1.5099 1.0124
Si: 3.2119 0.7378 2.1092
C: 3.8641 -0.8598 2.8192
C: 2.7845 1.9108 3.4963
O: 1.7589 0.4041 1.1551
H: 5.4207 1.7191 1.6087
H: 4.1177 2.4576 0.5889
H: 4.7580 0.8111 0.1876
H: 4.7753 -0.6538 3.4177
H: 3.0901 -1.3181 3.4683
H: 4.1132 -1.5562 1.9924
H: 2.3941 2.8581 3.0711
H: 2.0109 1.4496 4.1439
H: 3.6935 2.1206 4.0963

Forces on atoms 1 to 3 (eV/Å):
0.26 -0.08 0.33
0.18 -0.20 0.14
-0.10 -0.05 -0.18


Entry 3:
Entry from the Open Molecules 2025 dataset: a structure of composition C21H29Cl2O4Pd at a distorted geometry (ωB97M-V/def2-TZVPD).

- Net charge: -1
- Gap between HOMO and LUMO (spin up / spin down): 4.93 / 4.62 eV
- Multiplicity: 3
- Energy above the lowest of the compared OMol25 structures with the same formula, charge and spin: 3.9 kcal per mole
- Expectation value of S²: 2.010

Cartesian coordinates (Å):
O: 0.2554 -0.0800 -4.2668
C: 0.0702 1.2509 -4.8287
C: -0.0882 0.7376 -6.2601
H: 0.9537 1.8671 -4.6355
H: -0.8207 1.7216 -4.3976
C: 0.0960 -0.6679 -5.6076
H: 0.7002 1.0491 -6.9427
H: -1.0845 0.9068 -6.6709
C: 1.3448 -1.4540 -5.9637
H: 2.2406 -0.8329 -5.8802
H: 1.2910 -1.8454 -6.9851
H: 1.4167 -2.3132 -5.2828
C: -1.1280 -1.5666 -5.6945
H: -2.0360 -1.0356 -5.3892
H: -0.9839 -2.4457 -5.0529
H: -1.2649 -1.9207 -6.7255
Pd: -0.2071 -0.3244 3.0222
C: -2.1635 -0.9250 4.2620
C: -1.9160 0.4678 4.4085
C: -2.0093 1.0727 3.1013
H: -1.7585 0.9977 5.3413
C: -2.3658 0.0400 2.1641
C: -2.4132 -1.1971 2.8776
H: -2.6360 -2.1672 2.4396
H: -2.1901 -1.6422 5.0785
H: -1.8870 2.1254 2.8689
H: -2.6133 0.2002 1.1189
C: 0.7635 -1.8176 4.5157
C: 0.0326 -2.6409 3.5986
C: 0.5420 -2.4209 2.2884
H: -0.7614 -3.3347 3.8614
C: 1.6591 -1.5212 2.3964
C: 1.8326 -1.2044 3.7852
H: 2.6716 -0.6625 4.2096
H: 0.5861 -1.7198 5.5835
H: 0.1977 -2.8869 1.3689
H: 2.2984 -1.1885 1.5856
O: 0.4867 0.2227 0.4776
C: -0.2239 -0.5759 -0.4855
C: -0.6585 0.3646 -1.5924
H: -1.0851 -1.0881 -0.0188
H: 0.4759 -1.3393 -0.8600
C: 0.2765 1.5706 -1.4361
H: -1.6965 0.6803 -1.4238
H: -0.5943 -0.1082 -2.5679
C: 0.4210 1.6120 0.0718
H: -0.1226 2.4836 -1.8764
H: 1.2436 1.3565 -1.9094
H: -0.4816 2.0771 0.5119
H: 1.3201 2.1142 0.4468
Cl: 3.5948 2.2634 5.1102
C: 2.0586 3.0410 4.6971
Cl: 2.2221 4.3199 3.4964
C: 1.0668 1.9204 4.2489
O: 0.6381 1.2188 5.1984
O: 0.7955 1.7634 3.0110
H: 1.6382 3.4814 5.6079

Forces on atoms 1 to 3 (eV/Å):
-0.04 0.12 -1.73
0.08 0.02 0.62
0.07 -0.47 0.66


Entry 4:
Entry from the Open Molecules 2025 dataset: the ion C5H12NO with charge -1 at a distorted geometry (ωB97M-V/def2-TZVPD).

- Net charge: -1
- Gap between HOMO and LUMO: 6.09 eV
- Multiplicity: 1
- Energy above the lowest of the compared OMol25 structures with the same formula, charge and spin: 42.8 kcal per mole
- SMILES string: NCCCCC[O-]

Cartesian coordinates (Å):
N: 2.6279 1.0873 0.6278
C: 1.3797 1.2821 1.2061
C: 0.4580 0.0789 1.4682
C: 0.4220 -0.9704 0.2991
C: -0.4717 -0.7937 -1.0278
C: -1.9516 -0.2739 -0.8347
O: -2.7186 -0.4281 -1.8725
H: 2.5886 1.1806 -0.3902
H: 2.6952 0.0338 0.4917
H: 0.8386 2.0395 0.4876
H: 1.4729 1.8089 2.1489
H: 0.7777 -0.4235 2.3486
H: -0.6387 0.3410 1.6900
H: 0.0035 -1.8030 0.7288
H: 1.4397 -1.4321 0.0216
H: -0.6002 -1.7428 -1.5574
H: 0.1015 -0.0046 -1.7424
H: -2.0592 0.7614 -0.4114
H: -2.2850 -0.8835 0.1040

Forces on atoms 1 to 3 (eV/Å):
2.62 -3.74 -2.16
-4.28 2.76 -0.61
-1.29 -0.02 -2.12


Entry 5:
Entry from the Open Molecules 2025 dataset: the molecule C5H8N2 at a distorted geometry (ωB97M-V/def2-TZVPD).

- Gap between HOMO and LUMO: 9.99 eV
- Multiplicity: 1
- Energy above the lowest of the compared OMol25 structures with the same formula, charge and spin: 38.4 kcal per mole
- SMILES string: C[C@@]12C[C@@H]1N=CN2

Cartesian coordinates (Å):
C: 1.9545 0.4607 0.4565
C: 0.4998 0.2614 0.2943
C: -0.4030 1.4602 0.2265
C: -0.2891 0.5556 -0.9774
N: -1.2612 -0.4975 -1.0320
C: -1.0424 -1.3082 -0.0720
N: -0.0627 -1.0389 0.8638
H: 2.3796 0.4512 1.4931
H: 2.1302 1.4037 -0.0348
H: 2.5835 -0.2425 -0.0477
H: 0.0916 2.4071 0.1828
H: -1.4120 1.3576 0.7568
H: 0.2121 0.8378 -1.8786
H: -1.6833 -2.2235 0.0657
H: 0.6476 -1.8153 1.0733

Forces on atoms 1 to 3 (eV/Å):
0.83 0.40 0.69
0.11 -1.37 1.10
-2.01 -1.39 0.80


Entry 6:
Entry from the Open Molecules 2025 dataset: a cluster of 3 separate species, C2H4N2O2 in total at a distorted geometry (ωB97M-V/def2-TZVPD).

- Gap between HOMO and LUMO (spin up / spin down): 7.76 / 7.31 eV
- Multiplicity: 1
- Energy above the lowest of the compared OMol25 structures with the same formula, charge and spin: 154.1 kcal per mole

Cartesian coordinates (Å):
N: 0.5790 1.2004 0.6048
C: -0.1899 -0.3421 1.6164
O: -0.7539 -0.1515 2.5964
O: -0.9710 -1.5014 0.1669
C: -0.3760 -1.0545 -0.8371
N: -0.3781 0.2566 -1.0671
H: 0.0938 1.8731 0.0179
H: 1.4755 0.9797 0.1696
H: 0.2342 -1.7378 -1.4540
H: 0.2864 0.4774 -1.8137

Forces on atoms 1 to 3 (eV/Å):
0.11 0.06 -0.04
-0.63 0.09 0.96
0.57 -0.17 -1.02